Entry 1:
C3H8N2S | ωB97M-V/def2-TZVPD

```
! wB97M-V def2-TZVPD RIJCOSX def2/J DEFGRID3
* xyz 0 1
H -0.16574 0.92389 -1.05360
N -1.02696 1.06736 -0.54569
C -1.31627 -0.16805 -0.20081
N -2.58163 -0.28243 0.15940
S -0.26842 -1.46015 -0.16983
C 1.32037 -0.56781 -0.52618
C 1.66943 0.42463 0.47823
H -3.12879 0.65829 0.19093
H -3.12513 -1.02492 0.83642
H 2.13044 -1.31108 -0.40627
H 1.44979 0.14202 -1.42471
H 1.80753 -0.45725 1.38552
H 0.72146 0.96653 1.02470
H 2.51392 1.08895 0.25190
*
```

* Kohn-Sham gap: 9.32 eV
* energy above the lowest of the compared OMol25 structures with the same formula, charge and spin: 325.1 kJ/mol
* HOMO level: -8.595 eV
* lowest unoccupied orbital energy: 0.72 eV
* largest force on an atom: 7.91 eV/A
* SMILES: [H]/N=C(/N)SCC
* total energy: -17053.3611 eV

Entry 2:
C3H8N2S | ωB97M-V/def2-TZVPD

```
! wB97M-V def2-TZVPD RIJCOSX def2/J DEFGRID3
* xyz 0 1
C 1.53220 -0.37032 0.63228
C 1.37980 -0.34898 -0.89964
C 0.32156 0.16139 -0.04558
N -2.38833 -0.11975 0.05143
N -1.31809 -0.94278 -0.05028
S -0.24911 1.85444 0.02511
H 1.55575 -1.29426 1.21269
H 2.45513 0.18917 0.88004
H 1.90724 0.48929 -1.29532
H 1.20380 -1.28881 -1.46536
H -2.16122 0.89834 -0.34583
H -2.57664 0.15015 0.94912
H -1.17661 -1.28040 -0.94439
H -0.48547 1.90253 1.29572
*
```

* Kohn-Sham gap: 9.41 eV
* energy above the lowest of the compared OMol25 structures with the same formula, charge and spin: 474.1 kJ/mol
* HOMO level: -8.684 eV
* lowest unoccupied orbital energy: 0.73 eV
* largest force on an atom: 5.01 eV/A
* total energy: -17051.8167 eV

Entry 3:
C3H8N2S2 | ωB97M-V/def2-TZVPD

```
! wB97M-V def2-TZVPD RIJCOSX def2/J DEFGRID3
* xyz 0 1
N -1.65636 0.89704 1.58073
C -2.28497 0.09756 0.88222
S -3.02446 0.53392 -0.91533
S -2.38108 -1.63224 1.03596
H -1.45582 1.77732 1.23175
H -3.11868 -0.75027 -1.44682
H -2.18201 -1.93580 -0.22732
C -0.30783 1.14864 -1.41233
N -0.02059 0.89347 -0.25691
C 0.70801 -0.37049 0.08492
H -0.73386 2.15865 -1.52144
H 0.17514 0.81422 -2.34629
H 1.65646 -0.11852 0.57587
H 0.07651 -0.95798 0.76604
H 0.95524 -0.93988 -0.78025
*
```

* Kohn-Sham gap: 9.46 eV
* energy above the lowest of the compared OMol25 structures with the same formula, charge and spin: 342.1 kJ/mol
* HOMO level: -9.057 eV
* lowest unoccupied orbital energy: 0.40 eV
* largest force on an atom: 4.50 eV/A
* SMILES: N=C(S)S.C=NC
* total energy: -27888.1510 eV

Entry 4:
C3H8N2S3 | ωB97M-V/def2-TZVPD

```
! wB97M-V def2-TZVPD RIJCOSX def2/J DEFGRID3
* xyz 0 1
C -1.16619 2.58972 -1.05919
C -0.40894 -1.18362 0.15234
C 1.55945 -0.22823 2.00346
H -1.48363 3.53846 -0.52715
H -2.05539 2.35016 -1.62079
H -0.38194 2.76082 -1.99922
H -0.15059 -3.40887 0.08732
H 0.51268 -1.01534 -2.18312
H 1.70964 0.86840 1.25000
H 1.32427 -0.04621 3.19654
H 2.32579 -1.37099 1.71039
N -0.20353 -0.11300 -0.61419
N -0.54030 -2.49538 -0.41253
S -0.64721 1.34789 0.15988
S -0.32339 -2.55399 -2.21803
S -0.07073 -1.03983 2.07428
*
```

* Kohn-Sham gap: 8.33 eV
* energy above the lowest of the compared OMol25 structures with the same formula, charge and spin: 549.9 kJ/mol
* HOMO level: -8.044 eV
* lowest unoccupied orbital energy: 0.29 eV
* largest force on an atom: 4.89 eV/A
* total energy: -38720.1509 eV